# 1
131
Properties=species:S:1:pos:R:3 method="wB97M-V/def2-TZVPD" total_charge=+1 homo_energy_ha=-0.404 gap_ev=9.277 lumo_energy_ha=-0.0631
C -5.76 -2.75 2.59
C -4.98 -1.75 3.46
N -4.31 -0.74 2.63
C -3.13 -1.27 1.94
C -2.92 -0.55 0.60
C -1.51 -0.61 0.04
C -1.02 -2.01 -0.36
C -0.54 -3.01 0.70
C 0.98 -3.21 0.67
C 1.50 -4.12 1.77
O 1.33 -3.53 3.05
C 0.51 -4.26 3.93
C -0.50 0.25 0.82
P 0.40 -0.25 2.38
O -0.64 0.57 3.38
O 1.58 0.87 2.18
N 0.47 0.49 -0.27
C -0.31 0.85 -1.33
N 0.13 1.77 -2.18
C -0.52 2.40 -3.34
C 0.31 3.61 -3.77
C -0.17 4.95 -3.21
O 0.66 5.37 -2.13
N -1.46 0.19 -1.29
C -2.60 0.28 -2.20
N -3.14 -1.03 -2.46
C -4.58 -1.05 -2.79
C -4.06 0.51 3.25
C -3.89 0.56 4.75
O -3.98 1.50 2.59
H -6.78 -2.87 2.96
H -5.81 -2.39 1.56
H -5.30 -3.74 2.59
H -4.27 -2.29 4.11
H -5.67 -1.22 4.12
H -2.24 -1.22 2.57
H -3.32 -2.33 1.76
H -3.21 0.49 0.75
H -3.63 -0.96 -0.12
H -0.19 -1.85 -1.06
H -1.84 -2.44 -0.93
H -0.85 -2.75 1.72
H -1.00 -3.98 0.48
H 1.24 -3.65 -0.30
H 1.49 -2.24 0.72
H 1.02 -5.10 1.73
H 2.58 -4.28 1.62
H -0.37 -4.66 3.42
H 1.05 -5.09 4.40
H 0.18 -3.57 4.72
H -1.04 1.19 1.03
H -0.59 0.18 4.26
H 1.27 1.77 2.40
H 1.19 1.16 -0.04
H 1.08 2.07 -2.01
H -1.52 2.72 -3.05
H -0.62 1.69 -4.16
H 0.31 3.65 -4.86
H 1.36 3.49 -3.47
H -0.18 5.71 -4.00
H -1.19 4.86 -2.83
H 1.02 6.24 -2.31
H -3.39 0.90 -1.76
H -2.26 0.78 -3.11
H -2.62 -1.46 -3.21
H -4.99 -0.04 -2.86
H -4.75 -1.54 -3.75
H -5.15 -1.60 -2.03
H -4.84 0.85 5.21
H -3.17 1.35 4.97
H -3.59 -0.39 5.18
C -1.51 4.79 2.72
C -0.01 4.68 2.52
C 0.55 5.77 1.63
O 0.32 3.38 1.98
H -2.02 4.72 1.75
H -1.88 3.99 3.35
H -1.77 5.75 3.17
H 0.49 4.70 3.49
H 0.09 5.72 0.64
H 1.63 5.65 1.50
H 0.36 6.76 2.05
H -0.11 3.32 1.12
C -0.37 -8.83 1.08
C -1.33 -7.67 0.89
C -2.23 -7.87 -0.31
O -0.61 -6.43 0.78
H 0.28 -8.93 0.21
H 0.27 -8.67 1.96
H -0.91 -9.77 1.22
H -1.94 -7.55 1.79
H -1.63 -7.94 -1.22
H -2.91 -7.03 -0.43
H -2.82 -8.78 -0.22
H -0.05 -6.49 0.00
C 3.09 -2.33 -4.37
C 1.57 -2.34 -4.31
C 0.96 -1.44 -5.37
O 1.10 -1.97 -3.01
H 3.47 -1.32 -4.19
H 3.50 -2.99 -3.60
H 3.45 -2.66 -5.34
H 1.21 -3.36 -4.45
H 1.28 -0.41 -5.22
H -0.13 -1.47 -5.32
H 1.27 -1.74 -6.37
H 1.39 -1.06 -2.83
C 5.00 0.56 -2.37
C 3.66 0.52 -1.66
C 3.77 -0.08 -0.26
O 2.69 -0.20 -2.44
H 5.40 -0.45 -2.49
H 4.90 1.00 -3.37
H 5.73 1.15 -1.81
H 3.26 1.54 -1.59
H 4.14 -1.10 -0.30
H 2.79 -0.09 0.21
H 4.44 0.50 0.37
H 2.99 -1.11 -2.50
C 4.79 7.68 1.96
C 5.51 7.31 0.68
C 4.54 7.07 -0.47
O 6.35 6.17 0.88
H 4.13 6.86 2.27
H 5.50 7.86 2.76
H 4.18 8.58 1.83
H 6.20 8.11 0.40
H 3.88 6.23 -0.23
H 5.09 6.81 -1.38
H 3.93 7.95 -0.67
H 5.78 5.43 1.13


# 2
12
Properties=species:S:1:pos:R:3 method="wB97M-V/def2-TZVPD" total_charge=0 homo_energy_ha=-0.391 gap_ev=11.425 lumo_energy_ha=0.0284 relative_energy_kcal_mol=10.1
O 2.01 -1.33 -0.93
C 1.02 -0.84 -0.47
C 0.85 0.62 -0.15
C -0.61 1.05 0.04
N -1.43 0.05 0.70
C -1.12 -1.15 0.53
O -0.04 -1.66 -0.16
H 1.34 1.18 -0.95
H 1.43 0.80 0.77
H -1.08 1.27 -0.93
H -0.65 1.98 0.61
H -1.71 -1.97 0.94


# 3
11
Properties=species:S:1:pos:R:3 method="wB97M-V/def2-TZVPD" total_charge=0 homo_energy_ha=-0.379 gap_ev=9.576 lumo_energy_ha=-0.0274 relative_energy_kcal_mol=102.5
O 0.39 1.42 -0.83
C 0.06 0.52 0.20
C -1.27 -0.19 -0.09
N 0.88 -1.86 0.25
C 1.02 -0.61 0.26
O 2.30 -0.76 0.32
H 1.33 1.65 -0.75
H 0.05 1.02 1.18
H -2.06 0.07 0.60
H -1.56 0.02 -1.12
H -1.13 -1.28 -0.02


# 4
23
Properties=species:S:1:pos:R:3 method="wB97M-V/def2-TZVPD" total_charge=0 homo_energy_ha="-0.298 / -0.300" gap_ev="6.767 / 5.757" lumo_energy_ha="-0.0493 / -0.0880" relative_energy_kcal_mol=49.2 s_squared=6.04 spin_multiplicity=5
Rh 0.62 -1.36 -1.37
N 0.60 -1.02 2.95
C 0.45 -1.86 1.92
N 0.65 -1.19 0.80
C 0.91 0.08 1.22
N 0.89 0.22 2.52
C 1.15 1.15 0.25
C 1.42 2.46 0.61
N 1.63 3.41 -0.30
C 1.56 3.04 -1.57
C 1.29 1.73 -1.96
N 1.09 0.79 -1.04
H 0.50 -1.21 3.93
H 0.20 -2.91 2.01
H 1.46 2.74 1.65
H 1.72 3.81 -2.32
H 1.22 1.44 -3.00
O 2.11 -2.04 -1.83
Se -4.99 -3.56 -2.21
Sb -4.16 -1.77 -0.69
Se -5.41 0.19 -1.01
Se -3.19 -2.83 1.21
Se -1.70 -1.30 -1.78


# 5
36
Properties=species:S:1:pos:R:3 method="wB97M-V/def2-TZVPD" total_charge=0 homo_energy_ha="-0.119 / -0.259" gap_ev="3.485 / 7.294" lumo_energy_ha="0.0093 / 0.0088" relative_energy_kcal_mol=1.8 s_squared=0.75 spin_multiplicity=2
N 0.36 -1.36 0.57
C -0.11 0.05 0.54
C -0.07 0.56 -0.88
N -1.04 1.46 -1.39
C -1.88 2.38 -0.64
C -1.23 3.26 0.41
C -0.60 2.00 -2.67
O 0.48 -0.31 -1.69
H 0.14 -1.75 1.49
H 1.29 -1.36 0.17
H -0.31 -1.87 -0.01
H -1.15 0.19 0.89
H 0.49 0.53 1.32
H -2.35 3.02 -1.40
H -2.73 1.80 -0.25
H -2.04 3.69 1.01
H -0.49 2.76 1.03
H -0.76 4.17 0.02
H -0.10 1.28 -3.29
H 0.05 2.89 -2.49
H -1.41 2.58 -3.12
H 1.01 3.14 1.77
H 2.31 2.97 2.55
O 1.59 2.48 2.15
H 3.01 -3.53 0.75
H 3.90 -2.21 0.64
O 3.03 -2.60 0.54
H -1.15 -4.41 -0.56
H 0.14 -3.66 -0.47
O -0.69 -3.79 0.02
H -1.65 -2.92 2.49
H -1.19 -1.70 3.42
O -1.48 -1.97 2.54
H 2.25 -2.88 -2.06
H 0.88 -2.12 -1.89
O 1.48 -2.79 -1.51


# 6
9
Properties=species:S:1:pos:R:3 method="wB97M-V/def2-TZVPD" total_charge=0 homo_energy_ha=-0.328 gap_ev=9.898 lumo_energy_ha=0.0354 relative_energy_kcal_mol=5.3
N 0.11 -1.72 0.17
N 0.72 -0.51 0.57
S -0.06 0.88 0.93
N -0.09 1.61 -0.58
H -0.37 -2.01 0.96
H -0.61 -1.71 -0.52
H 1.64 -0.60 0.22
H -0.95 1.70 -1.09
H 0.50 2.36 -0.87


# 7
23
Properties=species:S:1:pos:R:3 method="wB97M-V/def2-TZVPD" total_charge=+1 homo_energy_ha=-0.507 gap_ev=9.476 lumo_energy_ha=-0.1583 relative_energy_kcal_mol=49.7
C -2.51 0.08 -0.17
C 1.49 -0.01 -1.34
C -2.17 -1.27 0.55
C -0.75 -1.73 0.09
C 2.06 -0.11 -0.08
N -0.05 -0.60 0.76
N 1.79 2.38 0.41
O 1.40 -0.42 0.95
I 4.16 0.00 0.22
H -2.23 -0.07 -1.19
H -3.66 0.24 0.01
H -2.11 1.01 0.25
H 1.71 -0.90 -2.03
H 0.44 0.32 -1.31
H 2.12 0.80 -1.87
H -3.01 -1.79 0.26
H -2.16 -1.17 1.71
H -0.60 -2.72 0.55
H -0.63 -1.81 -0.92
H -0.56 -0.54 1.69
H 2.42 2.68 1.26
H 0.81 2.69 0.63
H 2.04 2.95 -0.44


# 8
9
Properties=species:S:1:pos:R:3 method="wB97M-V/def2-TZVPD" total_charge=+1 homo_energy_ha=-0.383 gap_ev=4.604 lumo_energy_ha=-0.2137 relative_energy_kcal_mol=73.8
H -0.04 1.42 1.09
O 1.03 1.77 0.92
C 1.18 0.64 0.27
C -0.05 0.00 0.38
O -0.66 -0.45 -0.70
Tl -0.72 -2.28 -2.20
Li -2.35 -1.40 -0.57
H 1.84 0.61 -0.59
H -0.23 -0.31 1.40


# 9
51
Properties=species:S:1:pos:R:3 method="wB97M-V/def2-TZVPD" total_charge=+4 homo_energy_ha=-0.672 gap_ev=1.915 lumo_energy_ha=-0.6018
Hg -2.85 -3.63 -1.12
Hg -0.92 0.81 -0.02
Hg 0.36 -1.82 -4.39
C 0.73 -2.55 -0.71
O 1.11 -1.46 -1.16
O 0.35 -3.33 -1.55
O -0.14 -2.33 0.12
C -5.85 -2.59 1.79
C -6.75 -3.34 0.76
O -6.11 -3.53 -0.54
O -4.49 -3.04 1.72
H -6.27 -2.79 2.78
H -5.75 -1.51 1.68
H -7.61 -2.68 0.64
H -7.11 -4.25 1.24
H -6.62 -3.91 -1.26
H -4.16 -2.82 2.59
C 1.31 -6.68 3.53
C 2.57 -6.19 2.64
O 3.46 -5.32 3.29
O 0.62 -5.51 3.79
H 1.61 -7.18 4.45
H 0.67 -7.42 3.05
H 2.51 -5.91 1.58
H 3.12 -7.13 2.59
H 4.39 -5.57 3.32
H 0.74 -4.89 3.06
C 1.95 7.36 -3.90
O 1.24 6.54 -2.90
C 0.64 5.39 -3.35
C -0.02 4.63 -2.15
N 0.86 3.73 -1.35
C 1.70 4.52 -0.43
C 2.66 3.53 0.36
O 1.94 2.54 0.99
C 2.81 1.36 1.37
H 2.34 7.01 -4.86
H 2.66 8.07 -3.48
H 1.08 7.86 -4.33
H 1.51 4.87 -3.75
H -0.10 5.67 -4.10
H -0.86 4.07 -2.57
H -0.47 5.45 -1.61
H 1.44 3.27 -2.04
H 1.24 5.33 0.14
H 2.40 4.97 -1.14
H 3.39 4.03 1.00
H 3.45 3.11 -0.25
H 3.40 1.70 2.22
H 3.57 1.12 0.63
H 2.26 0.46 1.64


# 10
53
Properties=species:S:1:pos:R:3 method="wB97M-V/def2-TZVPD" total_charge=0 homo_energy_ha=-0.331 gap_ev=9.758 lumo_energy_ha=0.0275 relative_energy_kcal_mol=381.6
C 1.33 4.08 1.38
C 2.07 2.88 1.40
C 3.44 2.85 1.99
H 3.86 3.97 2.20
C 3.84 2.04 3.14
C 3.23 0.79 2.94
H 3.26 0.30 3.83
H 3.93 0.16 2.26
C 1.82 0.60 2.48
C 0.78 1.14 3.44
H -0.33 0.79 3.47
H 0.85 2.16 3.73
H 1.20 0.69 4.32
C 1.34 -0.80 2.07
C 0.27 -1.06 1.16
C -0.06 0.23 0.07
H 0.56 -0.09 -0.99
C 0.31 1.60 0.50
C 1.61 1.41 1.17
H 2.33 1.23 0.49
H -0.35 1.79 1.27
H 0.20 2.30 -0.20
C -1.64 -0.04 -0.09
C -2.14 -0.32 1.28
O -3.11 -0.66 1.76
O -1.08 -1.00 1.89
H -1.91 0.97 -0.61
C -2.02 -1.22 -1.10
N -1.34 -0.66 -2.46
H -1.81 0.10 -2.90
C -1.40 -1.93 -3.41
C -2.65 -2.31 -4.03
C -2.71 -2.56 -5.52
H -3.54 -2.79 -6.00
H -1.92 -3.32 -5.73
H -2.47 -1.75 -5.97
C -3.26 -3.59 -3.31
H -3.61 -3.05 -2.23
H -2.73 -4.31 -3.40
H -4.39 -3.60 -3.53
H -3.53 -1.26 -4.02
H -0.85 -1.25 -4.17
H -0.81 -2.63 -3.02
H -1.45 -1.99 -0.96
H -2.96 -1.22 -1.10
H 0.20 -2.03 0.55
H 1.28 -1.35 2.78
H 2.25 -1.17 1.26
H 3.06 2.41 4.13
H 4.71 2.15 3.76
H 4.23 2.53 1.29
H 0.39 3.97 1.09
H 1.73 4.81 1.62


# 11
85
Properties=species:S:1:pos:R:3 method="wB97M-V/def2-TZVPD" total_charge=0 homo_energy_ha=-0.211 gap_ev=5.031 lumo_energy_ha=-0.0262 relative_energy_kcal_mol=43.9
Cd 0.28 -0.10 -0.17
C 4.63 3.30 -0.11
C 4.40 2.29 -1.03
C 3.65 1.17 -0.67
C 3.09 1.05 0.60
C 3.38 2.05 1.54
C 4.13 3.16 1.18
N 2.19 0.01 0.87
C 2.20 -0.70 2.04
C 3.35 -0.84 2.85
C 3.36 -1.64 3.97
C 2.22 -2.34 4.35
C 1.06 -2.21 3.59
C 1.03 -1.40 2.46
N -0.15 -1.22 1.68
N -1.23 -1.61 2.21
C -2.39 -1.55 1.59
C -3.62 -1.77 2.25
C -4.79 -1.26 1.76
C -4.72 -0.34 0.64
C -3.61 -0.25 -0.12
N -2.52 -1.17 0.16
H 5.19 4.19 -0.39
H 4.81 2.36 -2.03
H 3.49 0.38 -1.39
H 2.97 1.96 2.54
H 4.31 3.94 1.92
H 4.25 -0.32 2.54
H 4.27 -1.75 4.56
H 2.23 -2.98 5.22
H 0.16 -2.73 3.88
H -3.59 -2.24 3.23
H -5.72 -1.39 2.29
H -5.54 0.34 0.45
H -3.43 0.49 -0.88
C -0.58 3.87 3.61
C -1.47 2.84 3.32
C -1.51 2.27 2.05
C -0.65 2.71 1.05
C 0.24 3.76 1.34
C 0.28 4.32 2.61
N -0.59 2.02 -0.19
C -0.49 2.65 -1.35
C -0.86 4.03 -1.56
C -0.87 4.56 -2.80
C -0.49 3.81 -3.96
C -0.09 2.52 -3.82
C -0.06 1.92 -2.53
N 0.45 0.69 -2.29
N 0.92 -0.01 -3.23
C 1.48 -1.22 -2.78
C 2.40 -1.85 -3.62
C 3.04 -2.99 -3.18
C 2.72 -3.51 -1.93
C 1.76 -2.86 -1.18
N 1.14 -1.75 -1.60
H -0.53 4.29 4.60
H -2.14 2.48 4.09
H -2.20 1.47 1.84
H 0.93 4.09 0.57
H 0.99 5.10 2.82
H -1.17 4.61 -0.71
H -1.18 5.59 -2.93
H -0.51 4.27 -4.94
H 0.22 1.92 -4.66
H 2.64 -1.39 -4.57
H 3.79 -3.47 -3.79
H 3.21 -4.39 -1.54
H 1.47 -3.23 -0.21
C -4.70 -3.26 -1.30
O -3.29 -3.18 -1.58
P -2.16 -2.28 -0.97
O -1.06 -3.25 -0.47
C -1.27 -4.29 0.52
O -1.48 -1.58 -2.17
C -2.06 -1.24 -3.44
H -5.01 -4.25 -1.62
H -5.24 -2.49 -1.86
H -4.90 -3.13 -0.24
H -0.62 -5.11 0.24
H -2.31 -4.62 0.52
H -1.01 -3.91 1.50
H -1.26 -1.31 -4.17
H -2.42 -0.21 -3.40
H -2.87 -1.92 -3.69


# 12
24
Properties=species:S:1:pos:R:3 method="wB97M-V/def2-TZVPD" total_charge=+2 homo_energy_ha="-0.641 / -0.641" gap_ev="6.906 / 7.105" lumo_energy_ha="-0.3875 / -0.3800" relative_energy_kcal_mol=154.9
C 2.65 0.89 -2.04
C 1.12 2.50 -0.23
C 0.19 0.28 -0.55
C -0.19 1.53 1.56
C -0.22 -1.32 1.34
C -0.11 -2.05 -1.01
C -1.87 -0.57 -0.32
N 0.40 1.40 0.14
N -0.45 -0.93 -0.09
S 2.23 2.33 -1.55
H 3.09 0.71 -3.01
H 1.08 3.51 0.15
H 0.24 0.73 2.16
H 0.09 2.52 1.98
H -1.31 1.37 1.47
H -0.95 -1.01 2.05
H -0.24 -2.40 1.46
H 0.79 -1.07 1.55
H -0.10 -1.77 -2.14
H 0.82 -2.50 -0.74
H -0.80 -2.81 -0.87
H -2.00 0.43 0.00
H -1.96 -0.48 -1.51
H -2.49 -1.29 0.20


# 13
19
Properties=species:S:1:pos:R:3 method="wB97M-V/def2-TZVPD" total_charge=+1 homo_energy_ha="-0.446 / -0.442" gap_ev="7.376 / 7.328" lumo_energy_ha="-0.1746 / -0.1729"
C 0.85 -0.42 -0.66
C -0.02 1.61 -1.50
C 1.02 -2.72 -0.19
C -0.20 -1.09 1.39
C -1.53 3.36 0.17
N 0.52 -1.40 0.19
N 0.50 0.90 -0.45
O -0.04 1.67 -2.66
F -2.57 2.60 -0.27
F -0.96 2.73 1.25
H 1.40 -0.66 -1.61
H 0.28 -3.46 -0.49
H 1.52 -2.58 -1.22
H 1.66 -3.17 0.56
H -1.15 -1.70 1.32
H 0.55 -1.27 2.24
H -0.62 -0.03 1.33
H -1.43 4.36 -0.02
H 0.23 1.25 0.58


Computed total energy, in the same sequence as the records: -2711.40769; -360.65340; -322.41101; -10537.06950; -765.11654; -565.38461; -680.95019; -408.12137; -1625.23072; -947.23885; -2603.76175; -781.86128; -579.96938 Eh.
Computed max |F|, in the same sequence as the records: 1.4; 0.5; 0.8; 0.6; 2.6; 2.2; 5.0; 4.1; 6.0; 18.5; 0.8; 3.9; 5.2 eV/Å.